C16H52N4O8 | the ωB97M-V functional and the def2-TZVPD basis

Output
E ... -39762.556 eV
ΔE to the lowest compared entry with this formula, charge and spin ... 22.1 kcal per mole
Spin multiplicity ... 2
Charge ... +1
Kohn-Sham gap (spin up / spin down) ... 7.85 / 2.07 eV

Geometry (Å):
C: -3.28588 -6.90368 3.06515
C: -4.18249 -6.80927 1.86849
C: -4.15482 -5.32468 1.36165
O: -3.00906 -4.63069 1.09150
C: -3.14782 -3.37233 0.42314
N: -3.68031 -7.69193 0.78997
H: -3.19854 -7.92160 3.44502
H: -3.55790 -6.24154 3.88715
H: -2.29274 -6.53356 2.81065
H: -5.21612 -7.08385 2.07902
H: -4.39062 -4.79099 2.28234
H: -4.97506 -5.22360 0.65095
H: -3.66717 -3.28247 -0.53096
H: -2.11446 -3.02715 0.38972
H: -3.65965 -2.78045 1.18198
H: -3.41202 -8.58525 1.17740
H: -2.85719 -7.40286 0.28103
C: -2.18887 0.87776 1.62408
C: -2.24735 1.60306 2.96877
C: -1.69874 3.07640 2.91171
O: -0.33822 3.13959 3.22364
C: 0.56052 3.37796 2.17428
N: -3.62586 1.69381 3.40755
H: -2.18069 -0.16978 1.92523
H: -1.25357 0.98460 1.07464
H: -2.86868 1.27049 0.86796
H: -1.73194 1.03701 3.74468
H: -2.11551 3.63750 3.74811
H: -1.94670 3.56266 1.96821
H: 0.47734 4.40536 1.81982
H: 0.38001 2.72369 1.32138
H: 1.59802 3.20426 2.45980
H: -4.26301 1.82186 2.63441
H: -3.75178 2.47149 4.03957
C: 3.61600 -1.04293 0.44753
C: 4.80060 -0.38264 -0.11807
C: 5.03955 1.11001 0.35302
O: 3.87441 1.99574 0.35863
C: 4.04787 3.36321 0.62813
N: 5.94005 -1.09679 0.39967
H: 2.69225 -0.50209 0.24197
H: 3.62413 -0.98031 1.53570
H: 3.42569 -2.08233 0.18008
H: 4.70452 -0.43217 -1.20270
H: 5.78526 1.52400 -0.32567
H: 5.39495 1.16661 1.38189
H: 3.13150 3.90736 0.39951
H: 4.80242 3.75488 -0.05403
H: 4.27241 3.76674 1.61547
H: 6.82346 -0.76001 0.04434
H: 5.99365 -1.13949 1.40734
C: 1.50895 2.05840 -1.60277
C: 1.67244 3.45712 -2.29001
C: 1.11819 3.54992 -3.75974
O: 1.36564 4.83263 -4.37822
C: 2.65250 5.04063 -4.72818
N: 0.99245 4.51987 -1.56638
H: 0.57730 1.59892 -1.93293
H: 1.51379 2.00661 -0.51401
H: 2.29625 1.46638 -2.06944
H: 2.74247 3.65148 -2.36317
H: 0.05206 3.35853 -3.88160
H: 1.49520 2.77657 -4.42897
H: 3.36444 5.33546 -3.95726
H: 2.55154 5.73119 -5.56547
H: 3.10518 4.12075 -5.09830
H: 1.29369 5.34697 -2.06162
H: 0.01517 4.46795 -1.81606
O: -2.67261 -2.58139 -2.79763
H: -2.89206 -3.20164 -3.49288
H: -3.48298 -2.09533 -2.64506
O: -0.06879 -3.53776 -1.83376
H: -0.66106 -3.02701 -2.38565
H: 0.80763 -3.28087 -2.12032
O: -1.01647 -0.70514 -0.86351
H: -0.97537 -1.66141 -0.85475
H: -0.15614 -0.42508 -0.55106
O: -2.46840 1.32995 -2.34926
H: -2.39613 2.04570 -1.71784
H: -2.30671 0.53899 -1.83499